Entry 1:
A 3-piece molecular cluster, C30H62NO5S overall. Source: the OMol25 dataset; level of theory: ωB97M-V/def2-TZVPD.

Last column: Löwdin spin population.
CARTESIAN COORDINATES (ANGSTROEM)
C  0.850  2.489  -3.477  0.000
C  1.262  1.382  -4.462  0.000
S  0.379  -0.180  -4.150  0.001
C  1.212  -1.132  -2.829  0.001
C  0.544  -1.067  -1.412  0.000
C  1.235  0.111  -0.645  0.001
C  2.105  -0.246  0.566  0.004
C  2.413  1.018  1.395  0.000
C  1.300  1.356  2.390  0.001
C  1.769  2.425  3.389  0.000
C  1.002  2.389  4.722  0.000
C  0.929  3.754  5.416  0.000
C  -0.126  4.694  4.810  0.000
O  0.519  5.902  4.365  0.000
C  -0.325  6.835  3.918  0.000
C  0.245  7.825  2.929  0.000
O  -1.443  6.943  4.263  0.000
C  -0.976  -0.748  -1.539  0.017
C  -1.825  -0.924  -0.234  0.025
C  -2.159  0.467  0.326  -0.002
C  -3.221  -1.505  -0.667  0.009
N  -1.231  -1.805  0.777  0.366
O  -0.723  -1.197  1.788  0.517
C  -0.413  -2.901  0.241  0.027
C  -1.245  -4.042  -0.373  0.003
C  0.300  -3.561  1.451  -0.001
C  0.682  -2.473  -0.778  0.017
H  0.916  3.468  -3.957  0.000
H  -0.180  2.387  -3.146  0.000
H  1.517  2.509  -2.617  0.000
H  0.927  1.698  -5.448  0.000
H  2.340  1.232  -4.496  0.000
H  1.290  -2.154  -3.200  0.000
H  2.233  -0.751  -2.787  0.000
H  0.465  0.811  -0.314  0.000
H  1.870  0.676  -1.327  0.000
H  1.706  -1.033  1.201  0.002
H  3.084  -0.596  0.216  0.000
H  3.281  0.761  2.009  0.000
H  2.663  1.862  0.752  0.000
H  0.458  1.803  1.858  0.000
H  0.988  0.466  2.930  0.000
H  2.828  2.274  3.619  0.000
H  1.674  3.434  2.979  0.000
H  1.490  1.711  5.422  0.000
H  -0.028  2.066  4.542  0.000
H  1.893  4.261  5.482  0.000
H  0.617  3.554  6.444  0.000
H  -0.847  4.956  5.579  0.000
H  -0.647  4.179  4.000  0.000
H  -0.190  8.796  3.149  0.000
H  1.323  7.936  3.047  0.000
H  -0.012  7.554  1.908  0.000
H  -1.355  -1.394  -2.331  0.000
H  -1.079  0.291  -1.825  0.001
H  -2.881  0.299  1.130  0.000
H  -2.675  1.070  -0.416  0.000
H  -1.310  0.958  0.791  0.000
H  -3.404  -2.470  -0.201  0.002
H  -3.346  -1.537  -1.747  0.000
H  -4.013  -0.859  -0.287  0.000
H  -1.963  -4.436  0.343  0.001
H  -1.744  -3.730  -1.291  0.000
H  -0.553  -4.827  -0.670  0.000
H  1.143  -2.980  1.810  0.000
H  -0.428  -3.775  2.232  0.000
H  0.700  -4.515  1.103  0.000
H  1.669  -2.671  -0.362  0.001
H  0.597  -3.179  -1.608  0.001
C  -4.804  -1.223  5.944  0.000
C  -3.695  -2.236  6.175  0.000
O  -3.055  -2.665  4.988  0.000
C  -2.418  -1.657  4.216  0.002
C  -1.322  -0.917  4.959  0.000
H  -5.559  -1.632  5.270  0.000
H  -5.282  -0.963  6.890  0.000
H  -4.430  -0.301  5.497  0.000
H  -4.120  -3.132  6.628  0.000
H  -2.958  -1.848  6.887  0.000
H  -3.162  -0.956  3.819  0.000
H  -1.984  -2.163  3.360  0.001
H  -1.704  -0.381  5.831  0.000
H  -0.849  -0.190  4.299  0.000
H  -0.561  -1.617  5.312  0.000
C  1.682  -3.654  -9.615  0.000
C  2.559  -2.414  -9.673  0.000
O  1.939  -1.249  -9.161  0.000
C  1.538  -1.297  -7.802  0.000
C  2.678  -1.544  -6.831  0.000
H  0.751  -3.488  -10.158  0.000
H  2.201  -4.504  -10.060  0.000
H  1.422  -3.923  -8.590  0.000
H  2.795  -2.194  -10.715  0.000
H  3.515  -2.590  -9.169  0.000
H  0.745  -2.041  -7.666  0.000
H  1.090  -0.326  -7.587  0.000
H  3.159  -2.510  -6.997  0.000
H  2.306  -1.526  -5.806  0.000
H  3.445  -0.774  -6.939  0.000

Summary:
Expectation value of S²: 0.7541
HOMO (spin up / spin down): -8.46 / -8.64 eV
Spin multiplicity: 2
LUMO level (spin up / spin down): 0.53 / 0.21 eV
Frontier orbital gap (spin up / spin down): 8.996 / 8.850 eV


Entry 2:
A 13-piece molecular cluster, C48H82Cl4F3N10O11S2 overall. Source: the OMol25 dataset; level of theory: ωB97M-V/def2-TZVPD.

Last column: Mulliken charge in e.
CARTESIAN COORDINATES (ANGSTROEM)
C  2.945  -4.202  -0.158  -0.715
O  3.267  -2.823  -0.190  -0.265
C  3.274  -2.312  -1.536  -0.716
C  1.894  -1.826  -1.997  -0.580
N  1.325  -0.950  -0.864  -0.219
H  1.670  -1.399  -0.028  0.432
H  1.819  -0.080  -0.729  0.377
C  -0.157  -0.557  -0.876  -0.619
C  -0.604  0.016  0.449  -0.674
O  -0.122  -0.878  1.431  -0.205
C  -0.231  -0.398  2.742  -0.825
H  1.906  -4.362  -0.445  0.282
H  3.048  -4.552  0.870  0.222
H  3.600  -4.782  -0.808  0.321
H  3.855  -2.929  -2.222  0.475
H  3.925  -1.441  -1.610  0.373
H  1.203  -2.655  -2.151  0.318
H  1.971  -1.185  -2.875  0.441
H  -0.606  -1.531  -1.066  0.362
H  -0.412  0.135  -1.679  0.389
H  -1.669  0.219  0.343  0.426
H  -0.202  1.017  0.608  0.491
H  -1.278  -0.235  2.998  0.328
H  0.221  0.591  2.818  0.354
H  0.227  -1.082  3.456  0.199
C  0.023  5.655  5.109  -0.795
O  0.564  4.846  6.228  -0.278
C  0.871  5.609  7.430  -0.618
C  0.653  4.738  8.697  -0.578
N  -0.840  4.306  8.889  -0.237
H  -1.419  5.125  9.007  0.391
H  -1.311  4.108  8.018  0.413
C  -1.167  3.408  10.094  -0.725
C  -0.601  1.945  9.937  -0.454
O  -0.984  1.240  8.756  -0.261
C  -0.637  -0.151  8.829  -0.822
H  0.735  6.446  4.876  0.340
H  -0.923  6.102  5.414  0.353
H  -0.215  5.110  4.196  0.266
H  0.176  6.447  7.365  0.395
H  1.901  5.953  7.522  0.335
H  0.940  5.229  9.627  0.426
H  1.307  3.870  8.778  0.375
H  -2.246  3.341  10.233  0.403
H  -0.713  3.940  10.930  0.328
H  -0.962  1.333  10.764  0.441
H  0.483  2.052  9.990  0.346
H  -1.044  -0.667  9.698  0.333
H  0.426  -0.307  9.012  0.332
H  -1.106  -0.678  7.998  0.288
S  3.006  4.788  -1.522  1.054
O  3.298  3.457  -1.015  -0.692
O  1.678  4.967  -2.047  -0.748
O  3.237  5.782  -0.444  -0.783
O  3.945  4.970  -2.676  -0.806
C  -6.344  3.705  3.418  0.579
F  -6.357  2.396  3.642  -0.221
F  -5.466  4.038  2.457  -0.206
F  -7.591  4.083  3.161  -0.216
S  -5.975  4.581  5.128  1.051
O  -6.505  5.980  5.027  -0.675
O  -6.659  3.792  6.162  -0.677
O  -4.522  4.546  5.333  -0.634
C  -10.511  -0.601  -0.855  -1.025
C  -9.108  -1.233  -1.165  -0.796
N  -8.907  -1.587  -2.589  0.216
C  -9.976  -2.486  -3.050  -0.521
C  -9.495  -2.995  -4.412  -1.337
C  -8.778  -0.362  -3.407  -0.343
C  -7.471  0.450  -3.105  -1.374
H  -11.231  -1.378  -1.113  0.265
H  -10.699  0.310  -1.424  0.262
H  -10.617  -0.317  0.192  0.399
H  -8.254  -0.662  -0.799  0.432
H  -9.051  -2.133  -0.553  0.360
H  -10.082  -3.311  -2.345  0.463
H  -10.920  -1.984  -3.261  0.286
H  -10.177  -3.838  -4.525  0.406
H  -9.679  -2.305  -5.236  0.342
H  -8.469  -3.314  -4.594  0.305
H  -9.637  0.296  -3.274  0.265
H  -8.687  -0.574  -4.473  0.341
H  -6.544  -0.124  -3.138  0.260
H  -7.588  1.107  -2.243  0.343
H  -7.445  1.176  -3.917  0.456
C  6.804  -8.038  -6.696  0.378
Cl  5.899  -8.502  -5.272  -0.096
Cl  5.974  -8.581  -8.161  -0.101
Cl  6.847  -6.224  -6.751  -0.099
Cl  8.378  -8.754  -6.652  -0.085
N  -0.612  4.046  -6.647  -0.003
C  -1.964  3.890  -6.963  -0.525
C  -2.046  3.950  -8.350  -0.327
C  -0.823  4.142  -8.914  -0.429
C  0.050  4.258  -7.844  -0.501
H  -0.179  4.057  -5.735  0.226
H  -2.653  3.761  -6.142  0.392
H  -2.979  3.784  -8.868  0.374
H  -0.559  4.218  -9.958  0.395
H  1.101  4.504  -7.863  0.401
N  -4.588  -4.473  -1.567  0.082
C  -3.882  -4.424  -0.431  -0.522
C  -2.900  -5.389  -0.504  -0.318
C  -3.036  -6.060  -1.703  -0.427
C  -4.051  -5.459  -2.363  -0.563
H  -5.426  -3.937  -1.740  0.154
H  -4.071  -3.735  0.379  0.398
H  -2.185  -5.624  0.270  0.445
H  -2.480  -6.958  -1.924  0.398
H  -4.495  -5.741  -3.306  0.358
N  -0.672  -1.501  -8.354  0.010
C  0.363  -2.094  -9.086  -0.403
C  0.626  -3.372  -8.547  -0.360
C  -0.259  -3.513  -7.478  -0.374
C  -1.101  -2.387  -7.366  -0.594
H  -1.095  -0.593  -8.486  0.205
H  0.768  -1.564  -9.935  0.374
H  1.403  -4.028  -8.910  0.389
H  -0.213  -4.374  -6.827  0.378
H  -1.829  -2.073  -6.632  0.374
N  5.904  1.884  -6.257  0.022
C  7.280  1.775  -6.391  -0.595
C  7.505  0.722  -7.273  -0.310
C  6.259  0.270  -7.699  -0.355
C  5.243  1.009  -7.077  -0.515
H  5.391  2.536  -5.681  0.214
H  8.045  2.317  -5.856  0.376
H  8.393  0.278  -7.698  0.370
H  6.109  -0.507  -8.434  0.375
H  4.181  1.141  -7.222  0.416
N  8.472  4.269  -0.936  -0.012
C  8.694  3.053  -0.363  -0.501
C  9.513  3.193  0.767  -0.367
C  9.866  4.549  0.791  -0.263
C  9.180  5.190  -0.186  -0.614
H  7.728  4.404  -1.606  0.299
H  8.119  2.180  -0.637  0.357
H  9.889  2.400  1.396  0.373
H  10.530  4.978  1.527  0.364
H  9.085  6.239  -0.427  0.362
N  2.188  -4.555  5.205  0.057
C  2.946  -5.358  6.026  -0.367
C  2.161  -6.521  6.268  -0.451
C  0.979  -6.343  5.624  -0.495
C  1.018  -5.144  4.951  -0.533
H  2.592  -3.733  4.780  0.217
H  3.924  -5.016  6.332  0.400
H  2.570  -7.369  6.796  0.374
H  0.231  -7.116  5.519  0.357
H  0.305  -4.649  4.309  0.440
N  5.592  0.060  5.857  0.027
C  4.568  0.510  5.132  -0.646
C  4.739  0.104  3.860  -0.361
C  5.884  -0.623  3.795  -0.462
C  6.363  -0.783  5.105  -0.589
H  5.786  0.310  6.816  0.187
H  3.809  1.102  5.622  0.479
H  4.100  0.354  3.026  0.568
H  6.286  -1.057  2.892  0.406
H  7.254  -1.283  5.455  0.392

Summary:
HOMO: -1.88 eV
LUMO level: 0.23 eV
Frontier orbital gap: 2.110 eV
Charge: -1


Entry 3:
C4H6O2 as an isolated structure. Source: the OMol25 dataset; level of theory: ωB97M-V/def2-TZVPD.

Last column: natural (NBO) charge in e.
CARTESIAN COORDINATES (ANGSTROEM)
C  1.503  -0.767  -0.391  -0.719
C  0.892  0.542  0.046  0.451
O  1.425  1.634  -0.090  -0.548
C  -0.348  0.617  0.799  -0.022
C  -1.607  0.687  0.034  -0.147
O  -1.545  -0.732  0.338  -0.610
H  0.759  -1.402  -0.881  0.236
H  2.342  -0.574  -1.063  0.241
H  1.870  -1.314  0.484  0.244
H  -1.253  -0.690  1.296  0.496
H  -1.565  0.817  -1.050  0.189
H  -2.474  1.183  0.479  0.189

Summary:
Relative energy (zero: lowest compared OMol25 entry of this formula, charge and spin): 434.2 kJ/mol
HOMO: -9.22 eV
LUMO level: 0.26 eV
Frontier orbital gap: 9.481 eV


Entry 4:
C42H28Cl5N6O3SZr as an isolated structure. Source: the OMol25 dataset; level of theory: ωB97M-V/def2-TZVPD.

Last column: Mulliken charge in e.
CARTESIAN COORDINATES (ANGSTROEM)
Zr  -0.397  -0.044  -0.411  0.036
C  2.269  2.405  2.441  -0.925
C  2.690  3.432  1.604  -0.952
C  2.446  3.355  0.242  -0.971
C  1.784  2.243  -0.276  1.309
C  1.297  1.213  0.552  1.354
C  1.563  1.328  1.917  -1.006
C  1.584  2.056  -1.730  1.094
C  2.213  2.861  -2.702  -1.378
C  2.064  2.575  -4.024  -1.229
C  1.306  1.457  -4.432  1.248
C  1.156  1.085  -5.786  -0.903
C  0.434  -0.024  -6.120  -0.812
C  -0.149  -0.813  -5.110  -1.022
C  -0.018  -0.475  -3.793  -0.392
C  0.698  0.682  -3.423  -0.298
N  0.822  1.022  -2.094  1.364
H  2.477  2.458  3.502  0.478
H  3.211  4.287  2.013  0.419
H  2.778  4.166  -0.395  0.437
H  1.199  0.565  2.599  0.429
H  2.831  3.690  -2.392  0.450
H  2.549  3.187  -4.776  0.449
H  1.630  1.691  -6.548  0.449
H  0.323  -0.312  -7.157  0.437
H  -0.694  -1.708  -5.381  0.543
H  -0.428  -1.122  -3.030  0.797
Cl  1.391  -6.378  3.285  -0.204
C  0.851  -4.855  2.676  0.158
C  -0.019  -4.076  3.452  -0.581
C  -0.466  -2.864  2.995  0.403
Cl  -1.530  -1.924  3.982  -0.179
C  -0.079  -2.350  1.733  -0.614
O  -0.538  -1.209  1.313  0.674
C  0.809  -3.161  0.976  0.753
C  1.251  -2.728  -0.303  -0.207
O  0.945  -1.650  -0.839  -0.329
C  1.258  -4.405  1.457  -1.176
H  -0.341  -4.435  4.421  0.501
H  1.915  -3.382  -0.880  0.350
H  1.930  -4.999  0.849  0.513
Cl  -6.214  -0.794  -5.184  -0.200
C  -4.959  -0.910  -4.001  0.398
C  -4.287  0.236  -3.611  -0.904
C  -3.291  0.107  -2.667  1.273
Cl  -2.374  1.490  -2.129  -0.175
C  -2.929  -1.110  -2.085  -1.106
O  -1.952  -1.165  -1.195  0.036
C  -3.632  -2.239  -2.517  0.312
Cl  -3.199  -3.766  -1.839  -0.197
C  -4.637  -2.146  -3.461  -0.737
H  -4.534  1.198  -4.037  0.486
H  -5.165  -3.034  -3.777  0.468
N  -4.954  2.122  9.079  -0.464
C  -4.531  2.142  8.012  -0.062
C  -3.997  2.166  6.676  0.490
C  -4.444  1.245  5.732  -0.861
C  -3.931  1.272  4.448  -0.124
C  -2.961  2.206  4.120  0.470
C  -2.508  3.126  5.053  -0.541
C  -3.033  3.112  6.332  -0.813
N  -2.410  2.208  2.805  0.329
C  -2.121  3.308  2.022  -0.871
C  -1.588  2.823  0.877  -0.753
N  -1.549  1.443  0.945  0.145
C  -2.047  1.111  2.120  -0.536
H  -5.200  0.523  6.005  0.463
H  -4.294  0.581  3.697  0.581
H  -1.735  3.835  4.784  0.510
H  -2.690  3.821  7.072  0.454
H  -2.343  4.311  2.342  0.533
H  -1.230  3.366  0.019  0.582
H  -2.113  0.111  2.511  0.231
C  4.123  -0.225  -1.269  -0.860
N  4.626  -1.580  -1.354  0.374
C  5.629  -2.121  -0.556  -0.241
C  5.830  -3.384  -0.958  -0.646
N  4.943  -3.611  -1.998  -0.005
C  4.202  -2.503  -2.267  -0.238
S  3.021  -2.336  -3.438  -0.286
H  4.954  0.475  -1.187  0.418
H  3.461  -0.104  -0.410  0.360
H  3.563  -0.027  -2.181  0.128
H  6.106  -1.550  0.221  0.455
H  6.516  -4.132  -0.604  0.436
H  4.863  -4.444  -2.555  0.222

Summary:
Relative energy (zero: lowest compared OMol25 entry of this formula, charge and spin): 73.9 kJ/mol
HOMO: -9.77 eV
LUMO level: -3.62 eV
Frontier orbital gap: 6.149 eV
Charge: +1